Entry 1:
# CH8N2O2

A cluster of 3 separate species, CH8N2O2 in total in a non-equilibrium geometry (ωB97M-V/def2-TZVPD, OMol25).

```
13
CH8N2O2 (ωB97M-V/def2-TZVPD)
N -0.498 -0.573 0.737
C -1.583 0.128 0.170
N -2.496 -0.615 -0.465
H 0.432 -0.209 0.447
H -0.629 -1.565 0.552
H -1.052 0.842 -0.532
H -1.971 0.783 0.984
H 1.999 0.606 -0.178
H 2.067 2.237 -0.422
O 1.519 1.532 -0.074
H -3.392 -0.118 -0.435
H 2.669 -1.589 -0.289
O 2.168 -0.775 -0.245
```

Values from the calculation:
**Lowest unoccupied orbital energy**: -4.15 eV
**Multiplicity**: 1
**ΔE to the lowest compared entry with this formula, charge and spin**: 6.798 eV
**Frontier orbital gap**: 4.186 eV
**Molecular weight**: 80.09 u
**HOMO level**: -8.332 eV
**Energy**: -302.6475 Eh

=====

Entry 2:
# C6H7FSi

A cluster of 2 separate species, C6H7FSi in total in a non-equilibrium geometry (ωB97M-V/def2-TZVPD, OMol25).

```
15
C6H7FSi (ωB97M-V/def2-TZVPD)
C 1.385 1.418 0.892
C 1.341 1.118 -0.447
C 0.342 1.003 1.655
C 0.278 0.404 -1.078
C -0.450 -0.024 1.129
C -0.511 -0.361 -0.189
F -3.005 -1.536 -0.504
Si -1.468 -1.715 -1.047
H 2.167 1.956 1.312
H 2.042 1.672 -1.013
H 0.366 1.316 2.652
H 0.499 0.173 -2.126
H -1.077 -0.376 1.974
H -0.347 -3.538 -0.751
H -1.561 -1.511 -2.458
```

Values from the calculation:
**Lowest unoccupied orbital energy**: 0.36 eV
**Multiplicity**: 1
**ΔE to the lowest compared entry with this formula, charge and spin**: 0.000 eV
**Frontier orbital gap**: 9.917 eV
**Molecular weight**: 126.21 u
**HOMO level**: -9.555 eV
**Energy**: -622.1351 Eh

=====

Entry 3:
# C5H4OS

The molecule C5H4OS in a non-equilibrium geometry (ωB97M-V/def2-TZVPD, OMol25).

```
11
C5H4OS (ωB97M-V/def2-TZVPD)
C 1.234 1.370 -0.974
C 0.113 0.648 -0.516
C 0.268 -0.801 -0.360
C -0.579 -1.460 0.496
C -1.295 -0.353 1.448
O -1.954 -0.505 2.454
S -0.917 1.221 0.683
H 1.789 1.139 -1.764
H 1.369 2.504 -0.872
H 0.904 -1.301 -1.146
H -0.933 -2.462 0.552
```

Values from the calculation:
**Lowest unoccupied orbital energy**: -0.72 eV
**Multiplicity**: 1
**ΔE to the lowest compared entry with this formula, charge and spin**: 1.857 eV
**SMILES**: C=C1C=CC(=O)S1
**Frontier orbital gap**: 8.299 eV
**Molecular weight**: 112.15 u
**HOMO level**: -9.016 eV
**Energy**: -666.2687 Eh

=====

Entry 4:
# C3H3NO

A cluster of 2 separate species, C3H3NO in total in a non-equilibrium geometry (ωB97M-V/def2-TZVPD, OMol25).

```
8
C3H3NO (ωB97M-V/def2-TZVPD)
C 2.923 0.273 0.100
C -1.461 0.225 -0.098
C -0.674 -0.775 0.157
N 3.979 -0.161 -0.077
O -0.026 0.500 0.014
H 1.944 0.661 0.251
H -2.239 0.848 0.216
H -0.359 -1.774 -0.092
```

Values from the calculation:
**Lowest unoccupied orbital energy (spin up / spin down)**: 0.94 / -1.38 eV
**Multiplicity**: 3
**ΔE to the lowest compared entry with this formula, charge and spin**: 2.651 eV
**Frontier orbital gap (spin up / spin down)**: 8.192 / 11.025 eV
**Molecular weight**: 69.06 u
**HOMO level (spin up / spin down)**: -7.249 / -12.404 eV
**Energy**: -245.8519 Eh
**⟨S²⟩**: 2.0049

=====

Entry 5:
# CH5N3O2

The molecule CH5N3O2 in a non-equilibrium geometry (ωB97M-V/def2-TZVPD, OMol25).

```
11
CH5N3O2 (ωB97M-V/def2-TZVPD)
N -0.880 0.732 -0.955
C -0.221 -0.384 -0.279
N -0.609 -0.492 1.081
N 1.325 -0.159 -0.441
O 2.053 -1.102 -0.264
O 1.646 1.019 -0.415
H -1.765 0.964 -0.438
H -0.142 1.507 -0.750
H -0.458 -1.318 -0.862
H -0.786 0.361 1.630
H -0.161 -1.128 1.694
```

Values from the calculation:
**Lowest unoccupied orbital energy**: 0.09 eV
**Multiplicity**: 1
**ΔE to the lowest compared entry with this formula, charge and spin**: 2.205 eV
**SMILES**: NC(N)[N+](=O)[O-]
**Frontier orbital gap**: 10.352 eV
**Molecular weight**: 91.07 u
**HOMO level**: -10.262 eV
**Energy**: -355.7432 Eh

=====

> Number 5 is which compound?

CH5N3O2

=====

> multiplicity of number 4 (C3H3NO)?

3